Here is a gas-phase ion, C5H8N3O2 (charge -1) in a non-equilibrium geometry from OMol25. Energies are from the ωB97M-V functional and the def2-TZVPD basis.

Properties
HOMO energy: -0.1138 hartree
structure (SMILES): CC(=C=N[O-])C(=O)N(C)N
energy above the lowest of the compared OMol25 structures with the same formula, charge and spin: 208.9 kJ/mol
gap between HOMO and LUMO: 6.98 eV
charge: -1
LUMO: 3.883 eV

Each line ends with the Mulliken charge.
Geometry (Å):
C: -0.688 -0.913 0.098  -0.347
C: -1.756 -0.089 -0.083  0.407
C: 0.575 -0.409 0.109  0.652
C: -1.038 -2.441 0.158  -1.340
C: 1.901 1.330 -0.932  -1.090
N: 0.750 1.862 1.029  -0.725
N: 0.714 1.089 -0.154  0.120
N: -2.758 0.433 -0.406  0.368
O: -3.859 0.981 -0.678  -0.788
O: 1.664 -0.946 0.260  -0.783
H: -2.119 -2.654 0.051  0.315
H: -0.757 -2.882 1.126  0.270
H: -0.400 -3.098 -0.464  0.278
H: 2.780 0.937 -0.574  0.420
H: 1.664 1.171 -1.978  0.283
H: 2.035 2.321 -0.791  0.451
H: 1.487 1.591 1.827  0.225
H: -0.194 1.717 1.402  0.283

Forces on atoms 1 to 2 (eV/Å):
C -0.5065 -2.8631 0.1383
C -3.3025 2.1138 -1.4010

***

Here is 2 unconnected molecules or ions with the total composition C5H11O3 in a non-equilibrium geometry from OMol25. Energies are from the ωB97M-V functional and the def2-TZVPD basis.

Properties
HOMO energy: -0.1646 hartree
energy above the lowest of the compared OMol25 structures with the same formula, charge and spin: 31.1 kJ/mol
gap between HOMO and LUMO: 8.23 eV
charge: -1
LUMO: 3.747 eV

Each line ends with the Mulliken charge.
Geometry (Å):
C: 2.154 -0.975 -1.734  -0.768
C: 2.712 -0.807 -0.287  0.543
O: 1.862 -0.908 0.650  -0.730
O: 3.935 -0.632 -0.178  -0.734
H: 2.210 -2.034 -1.962  0.247
H: 2.775 -0.403 -2.414  0.225
H: 1.108 -0.687 -1.733  0.229
C: -1.402 0.403 1.158  0.651
C: -0.548 1.470 0.481  -1.113
C: -2.655 0.125 0.344  -1.353
O: -0.702 -0.793 1.327  -0.589
H: -1.711 0.757 2.150  0.131
H: 0.148 1.892 1.201  0.317
H: -2.372 -0.373 -0.581  0.298
H: -3.389 -0.509 0.859  0.314
H: -3.216 1.005 0.013  0.364
H: 0.218 -0.785 0.917  0.451
H: -1.177 2.269 0.083  0.378
H: 0.050 0.985 -0.295  0.138

Forces on atoms 1 to 2 (eV/Å):
C 0.1930 0.1044 1.0378
C -0.2217 -0.1475 -0.0413

***

Here is 6 unconnected molecules or ions with the total composition C16H28FNO12 in a non-equilibrium geometry from OMol25. Energies are from the ωB97M-V functional and the def2-TZVPD basis.

Properties
HOMO energy: -0.3727 hartree
energy above the lowest of the compared OMol25 structures with the same formula, charge and spin: 148.9 kJ/mol
gap between HOMO and LUMO: 9.10 eV
charge: 0
LUMO: -1.044 eV

Each line ends with the Mulliken charge.
Geometry (Å):
N: 15.672 27.355 33.377  -0.269
H: 14.851 26.597 33.111  0.395
H: 16.181 27.485 32.621  0.423
H: 16.186 27.028 34.130  0.138
H: 15.122 28.198 33.444  0.231
F: 15.208 28.808 35.757  -0.870
C: 12.432 25.671 38.427  -1.441
C: 12.219 25.761 36.882  0.387
C: 12.538 27.100 36.158  0.045
O: 12.995 26.624 34.862  -0.372
C: 13.308 25.271 34.978  0.655
O: 13.768 24.555 34.174  -0.563
O: 12.926 24.804 36.153  -0.344
H: 12.188 24.680 38.769  0.464
H: 11.724 26.146 39.002  0.551
H: 13.329 26.135 38.754  0.136
H: 11.145 25.360 36.529  0.307
H: 13.294 27.863 36.542  -0.217
H: 11.702 27.736 36.147  0.485
C: 17.732 27.065 38.369  -2.914
C: 16.442 26.432 38.379  1.183
C: 16.145 25.586 37.189  0.351
O: 15.856 24.422 37.721  -0.332
C: 16.058 24.339 38.953  0.574
O: 15.916 23.346 39.739  -0.658
O: 16.467 25.515 39.407  -0.380
H: 17.923 27.709 37.688  0.606
H: 18.581 26.453 38.299  0.483
H: 17.823 27.638 39.160  0.794
H: 15.670 27.145 38.831  0.057
H: 16.820 25.677 36.522  0.740
H: 15.127 26.055 36.827  -0.597
C: 18.243 30.917 38.004  -1.325
C: 18.146 30.743 36.451  1.146
C: 17.165 31.779 35.747  -0.594
O: 18.054 32.601 35.138  -0.389
C: 19.262 32.085 35.180  0.601
O: 20.156 32.612 34.571  -0.600
O: 19.328 30.981 35.823  -0.357
H: 17.317 30.875 38.485  0.348
H: 18.410 32.030 38.092  0.424
H: 18.948 30.191 38.416  0.277
H: 17.767 29.611 36.086  -0.247
H: 16.528 32.134 36.368  0.458
H: 16.440 31.513 34.999  0.198
C: 13.311 31.812 34.633  -0.866
C: 12.475 31.220 35.675  0.465
C: 13.120 31.079 37.062  0.359
O: 12.287 31.901 37.949  -0.381
C: 11.315 32.473 37.223  0.522
O: 10.413 33.135 37.672  -0.574
O: 11.345 32.137 35.949  -0.433
H: 12.611 32.152 33.723  0.315
H: 14.087 31.035 34.483  0.044
H: 13.676 32.831 35.139  0.247
H: 11.913 30.297 35.387  0.256
H: 14.102 31.359 37.291  0.244
H: 12.983 29.917 37.190  -0.189

Forces on atoms 1 to 2 (eV/Å):
N -7.2812 -2.7290 -0.0199
H 2.5639 1.7346 1.0510

***

Here is 6 unconnected molecules or ions with the total composition CH12O7 in a non-equilibrium geometry from OMol25. Energies are from the ωB97M-V functional and the def2-TZVPD basis.

Properties
HOMO energy: -0.3940 hartree
structure (SMILES): O=CO.O.O.O.O.O
energy above the lowest of the compared OMol25 structures with the same formula, charge and spin: 105.5 kJ/mol
gap between HOMO and LUMO: 11.07 eV
charge: 0
LUMO: 0.349 eV

Each line ends with the Mulliken charge.
Geometry (Å):
O: 0.087 0.952 0.968  -0.514
C: 0.594 1.020 -0.146  0.219
O: 0.455 -0.067 -1.066  -0.553
H: 1.181 1.783 -0.641  0.433
H: 1.104 -0.714 -0.831  0.328
H: 3.723 -0.623 -0.190  0.294
H: 2.489 -1.643 0.270  0.358
O: 2.861 -1.019 -0.390  -0.695
H: 0.247 -3.360 0.489  0.293
H: 0.467 -2.197 1.518  0.425
O: 0.939 -2.754 0.867  -0.706
H: -2.548 3.243 0.187  0.297
H: -3.373 2.128 0.893  0.313
O: -3.021 2.481 0.054  -0.603
H: -1.399 -1.254 2.906  0.332
H: -0.600 -0.538 1.737  0.393
O: -0.474 -1.172 2.430  -0.699
H: -0.533 0.481 -2.497  0.445
H: -1.683 1.297 -2.176  0.295
O: -1.177 0.990 -2.961  -0.657

Forces on atoms 1 to 2 (eV/Å):
O 1.5486 1.1024 -2.9363
C -1.5931 -3.1644 0.9123

***

Here is a molecular structure, HgIO2V in a non-equilibrium geometry from OMol25. Energies are from the ωB97M-V functional and the def2-TZVPD basis.

Properties
HOMO energy: -0.7281 hartree
energy above the lowest of the compared OMol25 structures with the same formula, charge and spin: 0.0 kJ/mol
gap between HOMO and LUMO: 6.32 eV
charge: +2
LUMO: -13.495 eV

Each line ends with the Mulliken charge.
Geometry (Å):
Hg: -1.215 -3.534 0.062  0.979
O: 1.538 1.221 -0.743  -0.381
V: 0.007 1.159 -0.570  1.380
O: -0.441 2.419 0.298  -0.409
I: 0.110 -1.266 0.952  0.431

Forces on atoms 1 to 2 (eV/Å):
Hg 0.4580 0.9320 0.3115
O -0.3316 0.1181 0.2414

***

Here is 7 unconnected molecules or ions with the total composition C48H49ClF5N7O15PS in a non-equilibrium geometry from OMol25. Energies are from the ωB97M-V functional and the def2-TZVPD basis.

Properties
HOMO energy: -0.1260 hartree
gap between HOMO and LUMO: 3.89 eV
charge: -1
LUMO: 0.461 eV

Each line ends with the Mulliken charge.
Geometry (Å):
C: 4.764 -1.747 2.845  -1.373
C: 4.510 -2.765 1.717  0.678
C: 5.476 -2.611 0.529  -1.268
N: 3.635 -3.637 1.786  -0.376
P: 1.929 -3.156 1.255  0.633
S: 1.171 -4.658 2.659  -0.542
O: 2.013 -4.253 -0.090  -0.617
C: 0.924 -4.116 -0.982  -0.470
C: 1.615 -4.259 -2.388  1.000
F: 1.030 -3.543 -3.372  -0.238
F: 2.904 -3.976 -2.318  -0.263
C: 1.523 -5.742 -2.844  -0.239
F: 2.106 -6.546 -1.975  -0.285
F: 0.237 -6.137 -3.001  -0.277
C: 0.137 -2.782 -0.634  1.209
C: -1.374 -3.183 -0.693  -1.302
C: -2.117 -2.746 -1.934  0.390
O: -1.757 -2.722 -3.025  -0.370
F: -3.402 -2.330 -1.685  -0.343
C: 0.573 -1.467 -1.323  -1.796
C: 0.262 -0.156 -0.567  0.599
C: -1.159 -0.064 0.005  -0.872
Cl: 1.511 0.286 0.680  -0.189
O: 0.336 -2.668 0.764  -0.469
H: 4.631 -0.746 2.407  0.359
H: 5.815 -1.822 3.187  0.438
H: 4.090 -1.924 3.677  0.262
H: 5.149 -3.190 -0.335  0.265
H: 6.491 -2.902 0.836  0.397
H: 5.520 -1.539 0.286  0.282
H: 2.569 -2.194 0.397  -0.214
H: 1.931 -2.124 2.243  0.088
H: 2.170 -5.530 2.910  0.083
H: 0.401 -5.062 -0.790  0.712
H: 1.986 -5.794 -3.839  0.415
H: -1.549 -4.251 -0.549  0.554
H: -1.873 -2.685 0.142  0.304
H: 0.101 -1.381 -2.308  0.626
H: 1.656 -1.504 -1.471  0.622
H: 0.341 0.647 -1.313  0.288
H: -1.413 1.011 0.086  0.082
H: -1.273 -0.596 0.948  0.317
H: -1.828 -0.444 -0.777  0.048
C: -1.719 -5.018 -5.815  -0.243
C: -2.928 -4.791 -6.459  -0.510
C: -3.335 -5.631 -7.484  -0.357
C: -2.524 -6.693 -7.848  -0.018
C: -1.312 -6.925 -7.217  -0.438
C: -0.912 -6.077 -6.196  -0.279
N: -2.963 -7.600 -8.917  1.005
O: -4.024 -7.359 -9.466  -0.614
O: -2.243 -8.543 -9.194  -0.611
H: -1.403 -4.367 -5.008  0.448
H: -3.554 -3.962 -6.158  0.436
H: -4.276 -5.453 -7.984  0.435
H: -0.681 -7.753 -7.508  0.442
H: 0.029 -6.244 -5.690  0.302
C: -3.738 5.828 -2.535  -0.675
C: -3.958 4.466 -2.690  -0.505
C: -2.907 3.575 -2.534  -0.460
C: -1.650 4.061 -2.220  0.071
C: -1.416 5.415 -2.072  -0.508
C: -2.469 6.302 -2.230  -0.354
N: -0.550 3.113 -2.023  1.201
O: -0.797 1.929 -2.173  -0.716
O: 0.537 3.559 -1.706  -0.642
H: -4.561 6.523 -2.651  0.416
H: -4.949 4.097 -2.926  0.670
H: -3.080 2.515 -2.651  0.496
H: -0.432 5.789 -1.829  0.602
H: -2.301 7.365 -2.111  0.380
C: 0.425 3.757 5.621  -0.420
C: -0.146 2.605 5.094  -0.619
C: -0.772 2.645 3.858  -0.229
C: -0.813 3.842 3.164  -0.026
C: -0.254 4.997 3.679  -0.256
C: 0.367 4.952 4.916  -0.431
N: -1.451 3.883 1.842  1.053
O: -1.947 2.852 1.428  -0.600
O: -1.438 4.943 1.237  -0.578
H: 0.919 3.721 6.584  0.380
H: -0.099 1.675 5.644  0.399
H: -1.213 1.746 3.450  0.451
H: -0.294 5.928 3.133  0.481
H: 0.811 5.849 5.330  0.394
C: 2.810 10.006 0.026  -0.473
C: 1.851 9.010 -0.101  -0.450
C: 1.015 8.712 0.962  -0.357
C: 1.148 9.423 2.144  0.040
C: 2.104 10.413 2.287  -0.423
C: 2.939 10.703 1.220  -0.403
N: 0.246 9.122 3.264  1.067
O: -0.568 8.232 3.101  -0.630
O: 0.363 9.779 4.282  -0.612
H: 3.460 10.240 -0.808  0.380
H: 1.754 8.466 -1.032  0.386
H: 0.269 7.935 0.860  0.647
H: 2.206 10.959 3.214  0.441
H: 3.690 11.477 1.318  0.368
C: -8.247 1.077 0.869  -0.427
C: -8.925 0.584 -0.238  -0.436
C: -8.750 1.176 -1.479  -0.416
C: -7.892 2.255 -1.594  0.108
C: -7.215 2.761 -0.498  -0.191
C: -7.396 2.166 0.740  -0.561
N: -7.683 2.870 -2.912  1.048
O: -8.299 2.417 -3.856  -0.601
O: -6.893 3.798 -2.980  -0.684
H: -8.381 0.609 1.836  0.385
H: -9.588 -0.264 -0.134  0.375
H: -9.279 0.789 -2.338  0.449
H: -6.548 3.607 -0.595  0.510
H: -6.870 2.549 1.605  0.398
C: 7.352 -7.207 5.871  -0.365
C: 6.182 -6.675 6.396  -0.498
C: 5.869 -5.342 6.183  -0.318
C: 6.733 -4.557 5.442  0.138
C: 7.906 -5.071 4.919  -0.310
C: 8.215 -6.404 5.137  -0.481
N: 6.390 -3.149 5.195  1.050
O: 5.365 -2.727 5.686  -0.578
O: 7.158 -2.492 4.509  -0.667
H: 7.592 -8.250 6.033  0.363
H: 5.511 -7.302 6.967  0.365
H: 4.956 -4.932 6.592  0.445
H: 8.578 -4.450 4.344  0.435
H: 9.128 -6.820 4.731  0.362

Forces on atoms 1 to 2 (eV/Å):
C 0.4993 -0.0534 -0.7983
C 1.6987 0.1875 0.6289

***

Here is C5H8N2 in the gas phase from OMol25. Energies are from the ωB97M-V functional and the def2-TZVPD basis.

Properties
HOMO energy: -0.3244 hartree
structure (SMILES): Cc1cnn(C)c1
energy above the lowest of the compared OMol25 structures with the same formula, charge and spin: 64.1 kJ/mol
gap between HOMO and LUMO: 9.84 eV
charge: 0
LUMO: 1.011 eV

Each line ends with the Mulliken charge.
Geometry (Å):
C: 2.397 0.806 -0.294  -0.835
N: 1.085 0.224 -0.440  0.619
C: -0.069 0.719 0.066  -0.462
C: -0.998 -0.294 0.028  0.496
C: -2.352 -0.305 0.661  -1.144
C: -0.296 -1.362 -0.576  -0.426
N: 0.962 -1.045 -0.845  -0.861
H: 2.598 1.462 -1.140  0.269
H: 3.123 -0.009 -0.251  0.310
H: 2.443 1.353 0.654  0.325
H: -0.142 1.747 0.401  0.398
H: -3.142 -0.596 -0.037  0.298
H: -2.598 0.680 1.071  0.319
H: -2.364 -1.016 1.496  0.253
H: -0.647 -2.363 -0.794  0.442

Forces on atoms 1 to 2 (eV/Å):
C 0.0860 0.0758 -0.0803
N -0.0387 0.0030 0.1654

***

Here is 2 unconnected molecules or ions with the total composition C4H12 in a non-equilibrium geometry from OMol25. Energies are from the ωB97M-V functional and the def2-TZVPD basis.

Properties
HOMO energy: -0.4307 hartree
structure (SMILES): CC.CC
energy above the lowest of the compared OMol25 structures with the same formula, charge and spin: 34.7 kJ/mol
gap between HOMO and LUMO: 12.87 eV
charge: 0
LUMO: 1.150 eV

Each line ends with the Mulliken charge.
Geometry (Å):
C: -1.524 -0.322 0.405  -0.708
C: -3.027 -0.350 0.754  -1.011
H: -1.067 -1.120 0.998  0.277
H: -1.308 -0.316 -0.658  0.276
H: -1.100 0.559 0.899  0.286
H: -3.112 -0.010 1.787  0.279
H: -3.459 -1.352 0.730  0.291
H: -3.654 0.307 0.150  0.312
C: 2.688 0.224 0.068  -0.793
C: 1.861 0.449 -1.222  -0.582
H: 3.060 1.142 0.519  0.263
H: 2.024 -0.243 0.814  0.213
H: 3.472 -0.523 -0.026  0.299
H: 2.499 0.196 -2.075  0.306
H: 0.926 -0.095 -1.181  0.026
H: 1.698 1.516 -1.346  0.266

Forces on atoms 1 to 2 (eV/Å):
C -0.6744 0.3147 1.3847
C 0.1509 0.0287 0.1969

***

Question: Which formula does entry 5 have?
Answer: HgIO2V

***

Question: Which formula does entry 6 have?
Answer: C48H49ClF5N7O15PS